# 1
{"formula": "C19H22NOS", "method": "ωB97M-V with the def2-TZVPD basis set", "species": ["C", "S", "C", "C", "C", "N", "H", "H", "H", "H", "H", "H", "H", "C", "O", "C", "C", "C", "C", "C", "C", "C", "C", "C", "C", "C", "C", "C", "C", "H", "H", "H", "H", "H", "H", "H", "H", "H", "H", "H", "H", "H", "H", "H"], "coordinates": [[2.694, 4.483, 0.646], [1.938, 3.026, -0.165], [3.077, 1.769, 0.508], [0.556, 2.574, 0.727], [-0.694, 2.955, 0.280], [-1.750, 3.371, -0.054], [2.091, 5.366, 0.437], [2.746, 4.292, 1.720], [3.696, 4.609, 0.231], [2.684, 0.803, 0.189], [4.062, 1.973, 0.088], [3.061, 1.882, 1.596], [0.721, 2.246, 1.760], [4.108, -4.056, -0.608], [3.750, -3.037, -1.570], [2.518, -2.473, -1.495], [2.267, -1.426, -2.419], [1.126, -0.670, -2.287], [0.150, -0.942, -1.272], [-0.950, -0.069, -1.205], [-2.085, -0.122, -0.365], [-3.287, 0.524, -0.792], [-4.436, 0.479, -0.029], [-4.465, -0.198, 1.197], [-5.707, -0.165, 2.024], [-3.296, -0.849, 1.628], [-2.131, -0.796, 0.882], [0.347, -2.123, -0.487], [1.532, -2.836, -0.550], [5.094, -4.342, -0.951], [4.156, -3.650, 0.422], [3.418, -4.923, -0.631], [3.028, -1.224, -3.166], [0.925, 0.127, -3.005], [-0.972, 0.683, -1.993], [-3.284, 1.037, -1.757], [-5.341, 0.999, -0.353], [-5.623, -0.851, 2.869], [-5.887, 0.846, 2.412], [-6.584, -0.437, 1.425], [-3.316, -1.368, 2.583], [-1.233, -1.278, 1.264], [-0.436, -2.534, 0.140], [1.733, -3.675, 0.125]], "forces_ev_per_angstrom": [[0.2, -0.3, -0.1], [-0.3, -0.4, 1.1], [-0.1, 0.7, -0.5], [0.8, -0.5, 0.1], [-2.6, 1.6, -0.6], [2.0, -1.3, 0.4], [0.0, -0.2, 0.0], [-0.1, 0.0, -0.2], [0.0, 0.1, 0.0], [0.1, 0.1, 0.1], [0.0, -0.2, 0.2], [0.1, -0.1, -0.2], [-0.1, 0.2, -0.5], [-0.2, 0.0, 0.0], [-1.6, 0.2, 0.4], [0.8, 0.2, 0.1], [0.0, -0.1, 0.4], [0.1, -0.3, 0.0], [0.5, -0.5, -0.2], [-0.4, -0.5, -0.1], [-0.7, 0.2, 0.3], [0.4, 0.1, -0.1], [0.0, 0.1, -0.1], [0.4, 0.2, -0.4], [-0.1, -0.2, 0.2], [0.2, 0.1, -0.1], [-0.2, -0.3, 0.2], [0.4, -0.1, -0.2], [0.1, 0.0, 0.0], [0.1, -0.3, 0.3], [0.0, -0.1, -0.6], [0.4, 0.5, -0.2], [-0.2, 0.0, 0.0], [0.1, -0.1, 0.3], [-0.1, 0.0, 0.2], [0.0, 0.0, 0.4], [0.4, -0.2, 0.0], [-0.1, 0.1, -0.1], [0.1, -0.2, -0.1], [0.2, 0.0, 0.1], [0.1, 0.1, -0.1], [-0.3, 0.4, 0.1], [0.1, 0.3, -0.1], [-0.4, 0.3, -0.4]], "gap_ev": 5.19, "charge": 1, "relative_energy_kj_mol": 22.2}

# 2
{"formula": "C6H9FO", "method": "ωB97M-V with the def2-TZVPD basis set", "species": ["O", "C", "C", "C", "C", "C", "C", "F", "H", "H", "H", "H", "H", "H", "H", "H", "H"], "coordinates": [[0.443, -2.486, 0.516], [-0.256, -1.341, 0.054], [0.367, -0.579, -1.139], [-0.227, 0.825, -1.031], [0.473, 1.773, -0.127], [-0.705, 1.008, 0.366], [-0.432, -0.258, 1.131], [0.787, -0.194, 1.844], [1.152, -2.111, 1.084], [-1.270, -1.672, -0.206], [1.420, -0.562, -1.042], [0.150, -1.095, -2.133], [-0.792, 1.242, -1.840], [0.321, 2.834, -0.270], [1.438, 1.557, 0.270], [-1.666, 1.552, 0.560], [-1.201, -0.494, 1.962]], "forces_ev_per_angstrom": [[0.5, 1.0, 0.3], [-0.4, -0.2, 0.2], [-1.4, -0.7, -1.3], [0.5, -0.5, -0.7], [-0.1, 0.8, 0.0], [-1.7, 0.6, 1.0], [-0.9, -0.5, 1.5], [0.1, 0.1, -0.1], [-0.5, -0.6, -0.4], [0.2, 0.0, -0.1], [1.3, 0.0, 0.2], [0.1, 0.7, 1.3], [-0.2, 0.0, -0.3], [-0.1, 0.0, -0.1], [0.5, -0.4, 0.1], [1.1, -0.6, -0.1], [1.0, 0.3, -1.6]], "gap_ev": 11.23, "relative_energy_kj_mol": 19.8, "smiles": "O[C@@H]1C[C@@H]2C[C@@H]2[C@@H]1F"}

# 3
{"formula": "C27H49NO21", "method": "ωB97M-V with the def2-TZVPD basis set", "species": ["C", "C", "C", "O", "C", "O", "O", "H", "H", "H", "H", "H", "H", "C", "C", "C", "O", "C", "O", "O", "H", "H", "H", "H", "H", "H", "C", "O", "C", "O", "O", "C", "H", "H", "H", "H", "H", "H", "C", "O", "C", "O", "O", "C", "H", "H", "H", "H", "H", "H", "C", "O", "C", "O", "O", "C", "H", "H", "H", "H", "H", "H", "C", "O", "C", "O", "O", "C", "H", "H", "H", "H", "H", "H", "C", "O", "C", "O", "O", "C", "H", "H", "H", "H", "H", "H", "C", "C", "C", "C", "N", "H", "H", "H", "H", "H", "H", "H"], "coordinates": [[0.223, 0.958, 0.257], [1.298, 1.011, 1.342], [1.497, -0.389, 2.047], [2.795, -0.623, 1.914], [3.442, 0.258, 1.172], [4.680, 0.302, 0.972], [2.592, 1.173, 0.787], [-0.799, 0.806, 0.651], [0.608, 0.322, -0.497], [0.112, 1.874, -0.306], [1.031, 1.921, 1.948], [0.903, -1.128, 1.538], [1.279, -0.410, 3.087], [4.725, -1.643, -4.444], [4.338, -1.780, -3.023], [3.726, -0.526, -2.358], [2.681, -1.116, -1.565], [2.543, -2.386, -1.997], [1.583, -3.143, -1.653], [3.436, -2.802, -2.724], [3.796, -1.540, -5.032], [5.257, -2.423, -4.658], [5.265, -0.725, -4.561], [5.173, -2.293, -2.491], [3.233, 0.056, -3.146], [4.373, 0.092, -1.808], [0.356, -2.019, 5.147], [0.703, -1.907, 6.544], [1.960, -1.798, 6.949], [3.030, -1.904, 6.027], [2.176, -1.701, 8.292], [3.483, -1.253, 8.841], [1.139, -2.348, 4.627], [0.292, -0.930, 4.863], [-0.613, -2.610, 5.053], [3.680, -0.347, 8.457], [4.359, -1.991, 8.678], [3.319, -1.125, 9.974], [-1.555, 4.265, 3.180], [-2.025, 3.446, 4.216], [-1.151, 2.771, 4.870], [0.144, 2.477, 4.402], [-1.562, 2.203, 6.021], [-0.533, 1.533, 6.791], [-0.919, 5.106, 3.443], [-2.382, 4.738, 2.680], [-0.988, 3.822, 2.384], [0.297, 2.177, 6.961], [-0.136, 0.701, 6.121], [-0.837, 1.204, 7.846], [-1.586, -2.384, -0.455], [-2.278, -1.395, 0.282], [-2.089, -1.350, 1.661], [-1.608, -2.412, 2.545], [-2.523, -0.114, 2.211], [-2.523, 0.041, 3.533], [-2.029, -3.321, -0.172], [-0.528, -2.352, -0.064], [-1.670, -2.190, -1.573], [-3.046, 0.946, 3.858], [-1.511, 0.140, 3.939], [-3.050, -0.804, 4.016], [-1.247, 0.441, -2.694], [-1.034, 0.681, -4.144], [-1.743, 0.075, -5.072], [-2.918, -0.646, -4.692], [-1.430, 0.271, -6.341], [-2.034, -0.493, -7.361], [-0.859, 1.320, -2.162], [-0.737, -0.395, -2.388], [-2.336, 0.330, -2.459], [-3.062, -0.481, -7.581], [-1.862, -1.574, -7.182], [-1.452, -0.275, -8.290], [-3.008, 2.332, -0.117], [-3.240, 2.935, -1.407], [-3.429, 4.226, -1.288], [-3.810, 5.032, -0.105], [-3.459, 4.855, -2.435], [-3.983, 6.154, -2.584], [-2.795, 1.300, -0.367], [-3.939, 2.443, 0.451], [-2.199, 2.870, 0.441], [-3.573, 6.720, -3.426], [-3.703, 6.855, -1.839], [-5.024, 5.823, -2.661], [1.650, -3.249, -5.902], [0.836, -2.288, -5.170], [-0.228, -3.049, -4.231], [-1.291, -3.650, -4.956], [-2.211, -4.067, -5.536], [2.207, -3.868, -5.282], [2.300, -2.887, -6.653], [1.078, -3.915, -6.533], [0.232, -1.640, -5.877], [1.428, -1.556, -4.615], [-0.812, -2.216, -3.803], [0.055, -3.592, -3.367]], "forces_ev_per_angstrom": [[0.2, 0.8, 0.4], [-1.6, 0.3, 0.6], [-3.2, 2.1, -0.3], [4.3, -2.1, 0.0], [4.3, 0.3, 0.2], [-4.3, -0.6, 0.3], [-0.2, 1.9, -1.4], [0.8, -0.7, -0.1], [-0.3, -1.5, -0.7], [0.3, 0.9, 0.3], [0.8, -1.2, 0.2], [-0.3, -0.5, -0.3], [-0.5, 0.2, 0.8], [-4.3, 4.0, 0.9], [3.1, 0.3, 1.9], [-1.0, -1.4, -1.6], [0.1, 0.0, 0.0], [-7.9, -2.0, 4.8], [2.6, 3.0, -0.6], [1.8, -1.9, -4.0], [0.5, -0.2, -0.2], [3.1, -4.4, -2.0], [0.5, 0.4, -0.1], [0.5, 1.8, 0.0], [0.1, 0.1, 0.1], [0.8, 0.5, 1.0], [-3.1, 2.7, 1.8], [0.7, -0.2, 2.4], [6.8, -1.2, -4.8], [-6.2, 1.0, 5.5], [-0.7, 0.1, -1.4], [-0.4, -4.0, 2.1], [3.0, -2.0, -2.0], [-0.7, -1.2, -0.2], [1.5, 1.0, 0.2], [0.9, 3.1, -1.6], [-1.8, 1.1, 0.0], [0.0, -0.5, -1.9], [0.4, 1.8, -1.8], [-0.6, 0.1, 0.8], [8.3, -3.8, -0.8], [-7.2, 2.1, 2.3], [-0.4, 1.3, -0.7], [0.6, -1.8, -0.3], [0.1, -0.2, 1.1], [-0.8, -0.2, 0.2], [0.2, -1.3, 0.0], [0.6, 0.8, -0.2], [-0.6, 0.8, 1.4], [-0.5, 0.3, -2.0], [1.8, -0.5, 0.0], [-0.4, 2.1, 4.2], [1.2, -4.0, 4.1], [-2.9, 6.9, -6.2], [0.8, -3.1, -6.3], [-0.1, -0.5, 4.5], [0.0, -0.7, -0.3], [-0.9, -0.4, -1.0], [0.0, 0.0, 1.7], [-0.1, 0.0, -0.7], [0.0, -0.3, 0.0], [0.5, 0.3, 0.0], [-2.5, 2.2, -1.2], [0.8, 0.0, -0.5], [-8.3, -4.1, 2.8], [7.0, 3.8, -2.4], [0.6, 1.1, 1.9], [2.1, -2.5, -1.5], [-0.1, -0.2, -0.7], [1.3, -2.1, 0.4], [0.9, 0.1, -0.5], [-1.5, 1.1, 0.5], [0.1, 0.5, 0.2], [-0.5, 0.2, 0.9], [-0.3, 0.2, 0.6], [0.6, 1.5, 0.6], [-3.4, 6.1, 5.1], [2.7, -5.5, -6.2], [2.3, -2.0, -0.3], [-1.0, 0.1, -0.3], [0.1, -0.1, 0.4], [0.3, -0.3, 0.0], [-0.6, -0.6, -0.7], [-0.2, -1.3, -0.8], [-0.4, -0.1, 1.7], [-0.3, 1.8, -0.1], [-0.2, -0.9, -1.8], [-2.4, 0.6, 0.5], [0.0, 3.5, -0.5], [-2.2, -1.7, -1.9], [1.6, 0.6, 0.9], [1.1, -1.1, 1.4], [1.0, 1.2, -0.5], [-0.8, -0.4, 0.2], [0.5, -0.8, 0.7], [-0.1, -0.3, 0.4], [0.2, 0.1, 0.3], [1.1, -0.8, 0.4]], "gap_ev": 10.22, "relative_energy_kj_mol": 509.5, "smiles": "C[C@H]1COC(=O)O1.C[C@H]1COC(=O)O1.COC(=O)OC.COC(=O)OC.COC(=O)OC.COC(=O)OC.COC(=O)OC.CCCC#N"}

# 4
{"formula": "C4H10N2O2", "method": "ωB97M-V with the def2-TZVPD basis set", "species": ["C", "C", "N", "O", "H", "H", "H", "H", "H", "C", "C", "N", "O", "H", "H", "H", "H", "H"], "coordinates": [[2.012, -0.872, 1.253], [1.125, 0.084, 1.987], [1.644, 0.930, 2.920], [-0.089, 0.013, 1.879], [2.437, -1.618, 1.918], [2.841, -0.437, 0.679], [1.478, -1.316, 0.412], [1.048, 1.614, 3.311], [2.615, 1.043, 3.135], [-2.052, -0.140, -0.875], [-1.299, -0.103, -2.151], [0.019, 0.346, -2.080], [-1.732, -0.408, -3.243], [-2.357, -1.112, -0.499], [-2.987, 0.423, -0.973], [-1.588, 0.401, -0.050], [0.408, 0.954, -2.783], [0.409, 0.610, -1.195]], "forces_ev_per_angstrom": [[0.9, 0.2, -1.3], [-0.9, -0.3, 0.8], [1.1, -0.2, -0.4], [0.1, 0.2, -0.5], [-0.1, -0.2, 0.0], [0.2, 0.5, 0.7], [-0.5, -0.4, 0.6], [-0.8, 0.4, 0.3], [0.2, -0.2, -0.3], [-1.0, 0.7, 1.4], [1.2, 0.3, -1.4], [0.3, 0.4, 0.8], [-0.6, 0.0, 0.4], [0.3, -0.3, -0.3], [0.0, -0.2, -0.6], [0.5, -0.4, -0.1], [-0.4, -0.5, -0.6], [-0.4, -0.1, 0.5]], "gap_ev": 10.23, "relative_energy_kj_mol": 82.0, "smiles": "CC(N)=O.CC(N)=O"}

Summary of E_LUMO in eV
-5.1 1.0 0.3 0.6
(order as listed above)